The following is a DFT calculation (ωB97M-V/def2-TZVPD) of C17H18NO3P in the gas phase.

Geometry (Å):
C -1.9301 0.5833 -2.0442
C -0.8463 -0.2418 -2.6412
O -0.9165 -0.9581 -3.5785
O 0.3617 -0.1749 -1.9132
C 1.2059 0.7872 -2.3220
O 0.8747 1.6338 -3.1009
C 2.5265 0.7625 -1.6234
P 2.5113 1.1875 0.1979
C 2.3920 -0.4104 1.1513
C 1.7926 -1.7217 0.6182
C 0.3563 -2.0638 0.9484
C -0.2768 -1.6653 2.1262
C -1.5933 -2.0364 2.4003
C -2.3006 -2.8309 1.5049
C -1.6689 -3.2705 0.3433
C -0.3594 -2.8875 0.0714
C 0.9171 2.0498 0.3753
C 0.0263 1.8158 1.4253
C -1.1387 2.5685 1.5127
C -1.3823 3.5405 0.5455
N -0.5330 3.8031 -0.4474
C 0.5828 3.0795 -0.5217
H -1.5260 1.4114 -1.4700
H -2.5699 0.9311 -2.8489
H -2.5154 -0.0499 -1.3805
H 3.0426 -0.1900 -1.7224
H 3.1081 1.5415 -2.1061
H 3.4459 -0.6033 1.3478
H 1.9718 -0.1583 2.1221
H 1.9188 -1.7994 -0.4560
H 2.3914 -2.5322 1.0422
H 0.2553 -1.0768 2.8599
H -2.0538 -1.7037 3.3197
H -3.3213 -3.1051 1.7269
H -2.2010 -3.9043 -0.3529
H 0.1095 -3.2374 -0.8392
H 0.2297 1.0665 2.1722
H -1.8528 2.4015 2.3058
H -2.2891 4.1293 0.5824
H 1.2547 3.3292 -1.3314

E_LUMO	0.022	Eh
frontier orbital gap	9.10	eV
total charge	0
HOMO energy	-8.51	eV
electronic energy	-34842.6349	eV
structure (SMILES)	CC(=O)OC(=O)CP(CCc1ccccc1)c1cccnc1